Record 1
16
Properties=species:S:1:pos:R:3:nbo_charge:R:1 method="wB97M-V/def2-TZVPD" e_homo_ev=-8.7 smiles="CC1=CC[C@H]2N[C@@H]12" relative_energy_kj_mol=162.9 gap_ev=9.80 total_energy_ha=-288.72000
C -2.0182 0.4005 0.9020 -0.63
C -0.7026 0.1227 0.2426 -0.01
C -0.3762 -1.0641 -0.2697 -0.19
C 1.0811 -1.1691 -0.6121 -0.46
C 1.6667 0.1673 -0.1500 -0.07
N 1.2714 1.3224 -0.9283 -0.57
C 0.5057 1.0223 0.2864 -0.12
H -1.8454 0.6308 1.9607 0.22
H -2.6250 -0.5103 0.8640 0.22
H -2.5975 1.2238 0.4716 0.22
H -1.0713 -1.8799 -0.4440 0.21
H 1.1634 -1.2768 -1.7002 0.21
H 1.5557 -2.0433 -0.1508 0.22
H 2.6626 0.1875 0.2932 0.21
H 0.7994 1.0364 -1.7822 0.35
H 0.5301 1.8297 1.0167 0.21

***

Record 2
16
Properties=species:S:1:pos:R:3:nbo_charge:R:1 method="wB97M-V/def2-TZVPD" e_homo_ev=-7.8 smiles=Cc1c[nH]c(C)c1 relative_energy_kj_mol=5.6 gap_ev=8.88 total_energy_ha=-288.77989
C 1.3132 -2.2235 -0.4524 -0.62
C 0.4147 -1.0324 -0.2952 -0.09
C -0.8897 -0.9240 -0.7054 -0.09
N -1.3515 0.3188 -0.3433 -0.51
C -0.3594 1.0219 0.2905 0.13
C -0.5739 2.4080 0.8087 -0.64
C 0.7447 0.2059 0.3343 -0.30
H 0.9609 -2.8866 -1.2493 0.21
H 1.3668 -2.8158 0.4693 0.21
H 2.3351 -1.9176 -0.7018 0.21
H -1.5241 -1.6287 -1.2275 0.21
H -2.2736 0.6729 -0.5385 0.41
H -1.1890 2.4193 1.7169 0.22
H 0.3890 2.8638 1.0545 0.23
H -1.0640 3.0504 0.0668 0.21
H 1.7008 0.4676 0.7726 0.21

***

Record 3
19
Properties=species:S:1:pos:R:3:nbo_charge:R:1 method="wB97M-V/def2-TZVPD" e_homo_ev=-4.6 charge=-1 relative_energy_kj_mol=70.6 gap_ev=8.29 total_energy_ha=-494.09582
C 1.3378 -0.6834 -3.0289 -0.64
C -0.2959 -1.6925 -0.0386 0.13
C -0.4726 0.0669 -1.3202 -0.13
C 0.4537 -0.8326 -1.8587 0.06
N -0.9211 -0.4976 -0.1789 -0.53
N 0.6001 -1.8789 -1.0062 -0.52
H -1.5113 0.0539 0.6384 0.47
H -0.3842 -2.1662 0.9330 0.19
H -0.5557 1.0360 -1.7542 0.20
H 2.3743 -0.5082 -2.6348 0.20
H 1.1428 0.0811 -3.7825 0.21
H 1.4873 -1.6818 -3.4836 0.21
C 0.1364 1.4265 2.3664 -0.74
C -1.2739 1.0138 2.7432 0.78
O -1.9963 0.7649 1.7021 -0.81
O -1.6408 0.8801 3.9054 -0.71
H 0.9266 0.6747 2.4164 0.22
H 0.5452 2.1760 3.0475 0.20
H 0.0478 1.7674 1.3341 0.22

***

Record 4
19
Properties=species:S:1:pos:R:3:nbo_charge:R:1 method="wB97M-V/def2-TZVPD" e_homo_ev=-4.4 charge=-1 relative_energy_kj_mol=183.6 gap_ev=7.83 total_energy_ha=-494.05277
C 1.0852 2.1317 -3.2777 -0.65
C -0.1910 2.0586 0.0886 0.20
C 0.6259 0.4799 -1.3601 -0.14
C 0.6971 1.7646 -1.9144 0.08
N -0.0731 0.6566 -0.0738 -0.57
N 0.1174 2.7426 -1.0315 -0.51
H 0.1391 -0.0479 0.7510 0.49
H -0.5840 2.5385 0.9652 0.20
H 0.5748 -0.4574 -1.9088 0.21
H 1.8169 3.0438 -3.1553 0.23
H 0.1504 2.6523 -3.7227 0.21
H 1.2126 1.2553 -3.8766 0.22
C -1.2278 -3.2386 2.6046 -0.77
C -0.1593 -1.9940 2.7370 0.80
O 0.9798 -2.2268 3.1142 -0.76
O -0.6980 -0.9441 2.3799 -0.82
H -1.9355 -3.2747 3.3444 0.19
H -0.6996 -4.1813 2.5583 0.19
H -1.8309 -2.9594 1.7778 0.20

***

Record 5
19
Properties=species:S:1:pos:R:3:lowdin_spin:R:1 method="wB97M-V/def2-TZVPD" e_homo_ev="-8.3 / -8.3" relative_energy_kj_mol=283.6 gap_ev="8.45 / 4.20" total_energy_ha=-493.86996 spin_multiplicity=2 s2=0.764
C -2.3033 -2.2209 2.5996 0.03
C 0.5295 -0.5452 0.9557 0.27
C -1.3622 -1.3881 1.7397 0.20
C -1.6478 -0.5775 0.6539 0.38
N 0.0410 -1.5757 1.7814 0.04
N -0.4287 -0.1081 0.1962 0.03
H 1.5206 -0.5989 0.5568 0.01
H -0.1694 0.8349 -0.6293 0.00
H -2.5297 -0.2370 0.4753 0.02
H -1.9158 -2.7162 3.3822 0.00
H -2.6280 -3.1044 1.8417 0.02
H -3.2037 -1.6680 2.7699 0.00
C 2.5970 1.9303 -2.6046 0.00
C 1.1476 2.0046 -2.0128 0.00
O 0.3090 2.4737 -2.8180 0.00
O 1.0309 1.5994 -0.8223 0.00
H 2.8498 0.9621 -2.8908 0.00
H 3.3690 2.2362 -1.8385 0.00
H 2.7943 2.6986 -3.3360 0.00

***

Record 6
20
Properties=species:S:1:pos:R:3:lowdin_spin:R:1 method="wB97M-V/def2-TZVPD" e_homo_ev="-12.0 / -15.1" charge=+1 relative_energy_kj_mol=25.1 gap_ev="7.18 / 7.48" total_energy_ha=-891.70119 spin_multiplicity=3 s2=2.008
C -1.9677 -2.3012 0.0290 0.01
C -0.7460 -2.5031 -0.6041 0.00
C -2.3896 -1.0010 0.2705 0.00
C 0.0353 -1.4199 -0.9388 0.05
C -1.5791 0.0512 -0.0917 0.03
C 1.9276 2.6954 0.7143 0.00
N -0.3833 -0.1720 -0.6718 0.07
N 0.3908 0.9248 -0.7735 0.96
O 2.4047 0.0674 0.5344 0.14
O 0.3600 0.7577 1.7165 0.03
S 1.3499 1.0053 0.7208 0.02
H -2.5768 -3.1400 0.3263 0.00
H -0.3942 -3.4997 -0.8183 0.00
H -3.3361 -0.7941 0.7442 0.00
H 0.9997 -1.5136 -1.4135 0.02
H -1.8305 1.0847 0.0949 0.00
H 1.8705 3.0592 -0.3036 0.00
H 1.2881 3.2699 1.3726 0.00
H 2.9536 2.6925 1.0620 0.00
H 1.6230 0.7365 -1.9702 0.65

***

Record 7
18
Properties=species:S:1:pos:R:3:nbo_charge:R:1 method="wB97M-V/def2-TZVPD" e_homo_ev=-7.2 smiles="C1=NC2=PCCN2CC1" relative_energy_kj_mol=155.1 gap_ev=7.77 total_energy_ha=-684.80855
C -1.1386 0.4932 -2.0548 0.14
N -1.6231 1.0182 -0.9883 -0.43
C -0.9795 0.7163 0.2806 -0.05
P -1.7546 0.9668 1.7071 0.52
C -0.2369 0.3097 2.6368 -0.72
C 0.7544 -0.1740 1.5507 -0.21
N 0.1874 -0.0226 0.2324 -0.45
C 0.9462 -0.4781 -0.9746 -0.19
C -0.0466 -0.5742 -2.1366 -0.49
H -1.6620 0.7861 -3.0200 0.19
H -0.6095 -0.3439 3.4517 0.23
H 0.2126 1.0939 3.3277 0.23
H 1.5805 0.5314 1.5459 0.19
H 1.1878 -1.2437 1.5857 0.20
H 1.3117 -1.5410 -0.8305 0.21
H 1.8543 0.2529 -1.1799 0.19
H -0.5162 -1.4799 -2.0514 0.23
H 0.5321 -0.3111 -3.0824 0.23

***

Record 8
18
Properties=species:S:1:pos:R:3:nbo_charge:R:1 method="wB97M-V/def2-TZVPD" e_homo_ev=-8.6 smiles="[H]/N=C/c1c(C)cnn1C" relative_energy_kj_mol=129.9 gap_ev=9.15 total_energy_ha=-398.22597
H 2.6627 0.4265 1.9978 0.35
N 1.9675 0.7090 1.3141 -0.62
C 1.1043 -0.2154 1.1267 0.11
C 0.0933 -0.1417 0.0128 0.05
C -0.4198 1.0791 -0.4896 -0.08
C 0.1875 2.3198 -0.0997 -0.66
C -1.4283 0.6940 -1.3482 -0.07
N -1.5478 -0.6657 -1.3839 -0.26
N -0.5520 -1.1295 -0.5814 -0.14
C -0.5277 -2.5153 -0.1917 -0.39
H 1.1555 -1.1894 1.6194 0.16
H -0.5554 3.2081 -0.2109 0.21
H 0.7037 2.0702 0.8816 0.27
H 1.0185 2.5376 -0.7345 0.22
H -2.2468 1.3500 -1.6204 0.21
H -0.6480 -3.1191 -1.0590 0.22
H 0.3783 -2.6262 0.2855 0.20
H -1.3453 -2.7920 0.4812 0.21

***

Please write out number 6 again, unchanged.
20
Properties=species:S:1:pos:R:3:lowdin_spin:R:1 method="wB97M-V/def2-TZVPD" e_homo_ev="-12.0 / -15.1" charge=+1 relative_energy_kj_mol=25.1 gap_ev="7.18 / 7.48" total_energy_ha=-891.70119 spin_multiplicity=3 s2=2.008
C -1.9677 -2.3012 0.0290 0.01
C -0.7460 -2.5031 -0.6041 0.00
C -2.3896 -1.0010 0.2705 0.00
C 0.0353 -1.4199 -0.9388 0.05
C -1.5791 0.0512 -0.0917 0.03
C 1.9276 2.6954 0.7143 0.00
N -0.3833 -0.1720 -0.6718 0.07
N 0.3908 0.9248 -0.7735 0.96
O 2.4047 0.0674 0.5344 0.14
O 0.3600 0.7577 1.7165 0.03
S 1.3499 1.0053 0.7208 0.02
H -2.5768 -3.1400 0.3263 0.00
H -0.3942 -3.4997 -0.8183 0.00
H -3.3361 -0.7941 0.7442 0.00
H 0.9997 -1.5136 -1.4135 0.02
H -1.8305 1.0847 0.0949 0.00
H 1.8705 3.0592 -0.3036 0.00
H 1.2881 3.2699 1.3726 0.00
H 2.9536 2.6925 1.0620 0.00
H 1.6230 0.7365 -1.9702 0.65